Computed, not measured: the ion C5H14IN2 with charge +1 in a non-equilibrium geometry, with ωB97M-V with the def2-TZVPD basis set.

```
22
Properties=species:S:1:pos:R:3
C -2.526 0.796 1.113
C 1.207 -0.491 -1.851
C 2.010 -1.007 1.200
C -1.196 1.145 0.349
C 0.997 0.385 -0.592
N 1.808 0.296 0.556
N -0.581 0.068 -0.390
I 2.869 1.900 1.119
H -3.402 0.963 0.344
H -2.410 -0.168 1.399
H -2.750 1.543 1.943
H 1.355 -1.540 -1.543
H 0.480 -0.273 -2.662
H 2.226 -0.349 -2.364
H 2.328 -0.797 2.165
H 1.216 -1.600 1.025
H 2.978 -1.501 0.699
H -0.633 1.536 1.169
H -1.254 1.894 -0.376
H 1.163 1.432 -1.009
H -1.091 0.047 -1.260
H -0.699 -0.915 -0.014
```

## Properties
structure (SMILES)	CC[NH2+][C@H](C)N(C)I
energy above the lowest of the compared OMol25 structures with the same formula, charge and spin	56.95	kcal per mole
E_HOMO	-0.453	Ha
Kohn-Sham gap	8.684	eV
total charge	+1
DFT total energy	-16483.786	eV
LUMO	-3.7	eV